(1)
Molecular formula: C3H7Br
Method: DFT, the ωB97M-V functional and the def2-TZVPD basis

Structure (ORCA input):
```
! RIJCOSX wB97M-V def2-TZVPD def2/J DEFGRID3
* xyz 0 1
C 0.315 -1.008 -0.398
C 0.947 0.277 -0.004
C -0.023 1.377 1.314
Br -1.197 2.574 0.324
H -0.751 -0.847 -0.796
H 0.229 -1.884 0.336
H 0.930 -1.263 -1.398
H 2.039 0.400 0.382
H 0.981 1.004 -0.896
H 0.753 1.905 1.953
H -0.611 0.549 1.840
*
```

F_max, eV/Å: 5.43
LUMO level, eV: 1.0
Energy above the lowest of the compared OMol25 structures with the same formula, charge and spin, kcal per mole: 34.2
Kohn-Sham gap, eV: 10.29
Total energy, Ha: -2692.43510
Highest occupied orbital energy, eV: -9.3


(2)
Molecular formula: C3H7Br3OSi
Method: DFT, the ωB97M-V functional and the def2-TZVPD basis

Structure (ORCA input):
```
! RIJCOSX wB97M-V def2-TZVPD def2/J DEFGRID3
* xyz 0 3
C -0.832 -0.122 1.166
C 0.633 -0.386 1.188
C 1.429 0.587 0.273
O 0.994 0.500 -1.102
Si 3.489 0.066 -0.019
Br 4.749 1.881 0.615
Br 3.860 -0.156 -2.168
Br 3.949 -1.768 1.095
H -1.259 -0.516 0.177
H -1.076 0.862 1.350
H -1.399 -0.559 1.949
H 0.969 -0.242 2.161
H 0.783 -1.511 0.992
H 1.548 1.628 0.406
H 0.631 -0.370 -1.432
*
```

F_max, eV/Å: 6.27
LUMO level (alpha / beta), eV: 0.2 / -3.8
Energy above the lowest of the compared OMol25 structures with the same formula, charge and spin, kcal per mole: 20.7
Expectation value of S²: 2.007
Kohn-Sham gap (alpha / beta), eV: 4.77 / 6.14
Total energy, Ha: -8205.20752
Highest occupied orbital energy (alpha / beta), eV: -4.6 / -10.0